DFT (wB97M-V/def2-TZVPD) results for a molecular structure, C15H29GeHoN2O5PSeTe in a non-equilibrium geometry.

- HOMO (alpha / beta) (eV) = -11.330 / -11.341
- charge = +1
- 2S+1 = 5

Each line ends with the natural charge from an NBO analysis.
Element x y z (Å)
1 Ho 10.8043 8.0363 10.1729  1.92
2 Te 10.5016 5.6522 8.2588  -0.43
3 Se 13.7650 7.3604 10.0133  0.25
4 Ge 16.6796 8.7229 10.3189  1.57
5 P 9.6074 7.6342 7.3416  2.09
6 O 9.4729 8.6311 11.9805  -0.59
7 O 9.7820 8.7455 8.4305  -1.21
8 O 8.1504 7.5276 6.9511  -0.87
9 O 11.3194 9.8831 11.1583  -0.71
10 O 10.4296 8.1204 6.0643  -0.82
11 N 10.6280 10.4136 12.1264  0.17
12 N 9.6663 9.6973 12.6037  0.21
13 C 11.2182 11.6437 12.7762  0.10
14 C 10.8876 13.5929 14.0706  -0.19
15 C 12.1698 14.0015 13.7726  -0.18
16 C 13.5164 5.6910 10.9674  -0.77
17 C 12.9364 13.2363 12.8478  -0.21
18 C 11.8351 8.2550 6.1773  -0.07
19 C 10.4492 12.3673 13.6391  -0.22
20 C 12.4439 12.1029 12.2875  -0.19
21 C 17.3820 7.0822 9.6675  -1.12
22 C 6.1508 7.7669 5.4188  -0.64
23 C 16.3296 10.1627 8.8205  -1.01
24 C 12.3616 8.8534 4.8764  -0.63
25 C 14.9354 8.4490 11.2686  -0.96
26 C 7.0030 8.4022 6.5541  -0.04
27 C 18.0919 9.3650 11.5064  -1.11
28 H 12.2001 7.2119 6.2495  0.20
29 H 18.1287 7.5167 8.9228  0.25
30 H 5.1332 7.9262 5.4785  0.24
31 H 16.4214 11.0598 9.4709  0.22
32 H 7.4440 9.3916 6.2731  0.20
33 H 6.5536 8.5531 7.5650  0.21
34 H 14.4895 5.3230 11.3100  0.25
35 H 14.9683 7.8303 12.1373  0.24
36 H 10.1389 14.2100 14.6038  0.24
37 H 12.0728 8.1342 4.0353  0.22
38 H 17.7119 6.5969 10.5825  0.24
39 H 16.7088 6.3826 9.1997  0.24
40 H 9.4243 12.0253 13.8540  0.25
41 H 15.3572 9.9820 8.4409  0.22
42 H 11.9546 9.7369 4.5780  0.22
43 H 6.2922 6.6492 5.4869  0.23
44 H 13.8481 13.6962 12.4841  0.23
45 H 13.1273 4.9901 10.2481  0.25
46 H 6.5426 8.0563 4.4575  0.22
47 H 18.2879 10.4770 11.4595  0.25
48 H 14.4538 9.4190 11.4553  0.24
49 H 12.4918 15.0066 14.1433  0.24
50 H 18.9640 8.7800 11.1667  0.24
51 H 17.1546 10.1827 8.1203  0.24
52 H 13.4516 8.6877 4.8476  0.23
53 H 12.9303 11.6762 11.4596  0.23
54 H 12.0436 8.8037 7.1562  0.17
55 H 17.9684 9.2415 12.6111  0.25
56 H 12.9132 5.7330 11.7906  0.21

Atoms 1-2, force components in eV/Å:
-0.5 0.5 0.5
-0.1 -0.5 0.2

DFT (wB97M-V/def2-TZVPD) results for a molecular structure, C15H29N6O2V.

- ΔE to the lowest compared entry with this formula, charge and spin (kJ/mol) = 21.67
- HOMO (alpha / beta) (eV) = -9.428 / -11.344
- charge = +1
- 2S+1 = 4

Each line ends with the Mulliken spin population.
Element x y z (Å)
1 V 0.2965 -1.5478 -1.5160  2.96
2 O -0.8988 -3.0891 -1.0067  0.02
3 O -1.5004 -4.4414 0.7054  0.00
4 N -1.6663 0.8382 2.2114  0.00
5 N -2.4969 -1.1054 3.1486  0.00
6 N -3.3833 -0.2973 1.1861  0.00
7 N 2.3422 -1.1465 -2.1125  -0.04
8 N 0.4774 -1.4499 0.5496  -0.02
9 N 4.6741 -0.8175 -2.8378  0.01
10 C -0.4322 3.8532 -0.9385  0.00
11 C -1.4380 -1.2797 4.1555  0.00
12 C -0.5642 0.3603 -1.5007  -0.21
13 C -1.5365 2.8741 -1.3611  0.02
14 C -2.0469 3.2525 -2.7593  0.01
15 C -0.9644 -3.4624 0.2325  0.01
16 C 5.1032 -1.4098 -4.1084  0.00
17 C -0.4882 -2.3553 1.2065  0.00
18 C -1.0038 1.4968 -1.3896  0.15
19 C -0.0556 -1.6424 3.5840  0.00
20 C -2.6968 2.9778 -0.3612  0.01
21 C -2.5296 -0.1801 2.1989  0.00
22 C 5.4910 0.2465 -2.2550  0.00
23 C -0.0612 -2.8151 2.5916  -0.01
24 C 3.4385 -0.9829 -2.4460  0.09
25 H 4.9638 -0.7147 -4.9377  0.00
26 H -3.1194 3.9836 -0.3532  0.00
27 H 4.5349 -2.3158 -4.3006  0.00
28 H -1.4011 -1.7856 1.3100  -0.03
29 H -3.1304 -1.8807 3.0322  0.00
30 H 5.4107 1.1707 -2.8298  0.00
31 H 5.1760 0.4345 -1.2321  0.00
32 H 0.3864 -0.7686 3.0951  0.00
33 H 0.9259 -3.2815 2.5415  0.00
34 H 0.4115 3.7957 -1.6254  0.00
35 H -2.8375 2.5715 -3.0747  0.00
36 H 1.4281 -1.6745 0.8347  0.01
37 H -0.7484 -3.6009 2.9123  0.00
38 H -0.8106 4.8779 -0.9359  0.00
39 H 0.5816 -1.8565 4.4433  0.00
40 H 0.3005 -0.4755 0.7712  0.02
41 H -1.7944 -2.0889 4.7895  0.00
42 H -1.1082 1.0178 3.0278  0.00
43 H -1.3729 -0.3954 4.7932  0.00
44 H -3.4888 2.2673 -0.6069  0.00
45 H 6.5290 -0.0791 -2.2461  0.00
46 H -3.3020 0.3017 0.3750  0.00
47 H -3.9274 -1.1367 1.0706  0.00
48 H -1.2353 3.1929 -3.4838  0.00
49 H -1.7541 1.5753 1.5297  0.00
50 H -2.3266 2.7719 0.6522  0.00
51 H 6.1571 -1.6692 -4.0331  0.00
52 H -2.4411 4.2714 -2.7609  0.00
53 H -0.0669 3.6146 0.0644  0.00

Atoms 1-2, force components in eV/Å:
-0.3 -0.2 -0.6
0.2 -0.3 0.0

DFT (wB97M-V/def2-TZVPD) results for 2 unconnected molecules or ions with the total composition C15H30BBrIN5O5P in a non-equilibrium geometry.

- HOMO (eV) = -12.140
- charge = +1

Each line ends with the natural charge from an NBO analysis.
Element x y z (Å)
1 I -3.6064 1.7084 3.1269  0.14
2 Br 2.6147 0.4319 5.0699  -0.06
3 P -4.6353 -1.2755 0.4072  1.51
4 O 2.6811 0.7732 2.3898  -0.48
5 O -0.5228 -3.4605 -0.2427  -0.91
6 O -5.0476 0.3042 0.2915  -0.96
7 O 1.5290 -2.2119 -0.0093  -0.87
8 O -3.9996 -1.7963 -1.0115  -0.98
9 N -3.2794 -1.4590 1.5902  -0.84
10 N 0.7249 2.4861 0.6986  -0.65
11 N 3.3991 0.3990 -3.4364  -0.34
12 N -1.2068 -0.9264 2.5513  -0.57
13 N -1.9047 0.4257 0.9322  -0.57
14 C 1.9317 0.7083 3.2448  0.56
15 C 4.7616 -2.7491 -2.9651  -0.38
16 C -0.4472 0.2175 0.6146  0.17
17 C -2.3176 1.7839 1.3587  -0.11
18 C 1.9351 3.1574 0.1715  -0.42
19 C -0.5607 -0.8901 -0.5261  -0.80
20 C 4.5472 -2.9979 -4.4540  -0.61
21 C 0.4216 0.7718 3.0809  -0.53
22 C -2.2345 -0.6896 1.6829  0.79
23 C -2.9696 2.5602 0.1606  -0.43
24 C 0.0243 -0.2749 1.9749  -0.08
25 C 3.6252 -1.9435 -2.3251  -0.51
26 C 0.2882 1.3514 -0.1137  -0.24
27 C 3.5019 -0.6224 -2.9538  0.29
28 C -4.1615 3.4485 0.4938  -0.63
29 B 0.1814 -2.2631 -0.2260  1.13
30 H -1.0025 -1.9261 2.5872  0.39
31 H 4.5196 -2.0633 -5.0160  0.22
32 H -5.0798 2.9034 0.6813  0.22
33 H -1.4878 2.3956 1.6835  0.22
34 H -1.5906 -1.0644 -0.8027  0.25
35 H 3.8135 -1.8021 -1.2619  0.25
36 H 0.1300 1.7906 2.8634  0.28
37 H -0.0081 3.1800 0.6193  0.35
38 H -3.9734 4.1233 1.3231  0.23
39 H 5.7079 -2.2240 -2.8227  0.21
40 H 5.3614 -3.5973 -4.8605  0.22
41 H -4.7566 0.6431 -0.5733  0.50
42 H 2.5009 2.5519 -0.5298  0.21
43 H 1.7643 -3.0747 0.3658  0.49
44 H -4.3513 4.0800 -0.3748  0.23
45 H 2.5663 3.4676 0.9980  0.21
46 H -0.1026 -0.4990 -1.4355  0.27
47 H -0.5367 -3.8986 0.6172  0.49
48 H 1.6582 4.0811 -0.3379  0.19
49 H 1.1781 0.8952 -0.5391  0.24
50 H -3.3194 -2.2434 2.2293  0.44
51 H 4.8463 -3.7081 -2.4501  0.21
52 H -4.3776 -1.3283 -1.7737  0.51
53 H 0.0095 0.4502 4.0293  0.25
54 H 2.6761 -2.4686 -2.4324  0.24
55 H -0.3246 1.6605 -0.9686  0.20
56 H 0.8732 -0.9462 2.0139  0.25
57 H -3.1623 1.8777 -0.6596  0.19
58 H -2.1886 3.2329 -0.2023  0.21
59 H 3.6119 -3.5329 -4.6323  0.20

Atoms 1-2, force components in eV/Å:
0.4 0.0 -0.2
-0.3 0.0 0.1

DFT (wB97M-V/def2-TZVPD) results for a molecular structure, C15H30BrHfNO5P in a non-equilibrium geometry.

- HOMO (eV) = -17.590
- charge = +3

Each line ends with the natural charge from an NBO analysis.
Element x y z (Å)
1 Hf -3.8181 -1.6831 -5.5831  1.78
2 Br -3.5013 -0.6512 -0.1260  0.46
3 P -1.6333 0.0467 -4.1244  2.22
4 O -3.1805 0.0513 -4.5343  -1.15
5 O -0.3916 -2.8371 -1.8110  -0.45
6 O -0.8444 1.5881 -4.3069  -0.88
7 O -0.8900 -1.2603 -5.0298  -0.96
8 O -2.6789 -2.8516 -2.5427  -0.59
9 N -2.8574 0.2268 -1.6494  -0.44
10 C 2.2925 -2.0272 2.0394  -0.35
11 C -0.2468 3.4200 1.6520  -0.39
12 C -1.6211 -2.0666 -2.1951  0.69
13 C -1.6882 1.8868 0.0562  -0.44
14 C -0.4358 -2.2119 1.6112  -0.40
15 C 1.6145 1.3797 1.5647  -0.41
16 C -1.7428 -3.1228 2.0574  -0.61
17 C 2.9175 -1.4595 0.6345  -0.41
18 C 3.2110 1.0364 1.7945  -0.41
19 C -1.6243 -0.4252 -2.2341  -0.47
20 C 0.9950 -3.0223 1.6936  -0.38
21 C 3.8153 -0.0948 0.7713  -0.40
22 C -1.0286 3.4186 0.1752  -0.41
23 C 1.3638 3.0302 1.5107  -0.41
24 C -2.6171 1.6970 -1.2978  -0.29
25 H -0.4258 4.4399 2.2221  0.27
26 H -2.2215 2.3334 -2.2192  0.25
27 H 1.2513 -3.6229 0.6958  0.25
28 H 3.8400 0.4167 -0.3072  0.24
29 H -3.6795 2.1745 -1.0356  0.29
30 H 1.3015 0.8414 0.5631  0.20
31 H 3.0757 -2.7059 2.6030  0.28
32 H -2.3068 1.7552 1.0679  0.26
33 H -2.4287 -2.4214 2.7236  0.24
34 H -1.4391 -4.0728 2.6779  0.26
35 H -0.3526 -1.3007 2.3606  0.23
36 H -0.6036 -0.0025 -1.8152  0.31
37 H 4.9427 -0.3419 1.0282  0.29
38 H -2.3934 -3.3920 1.1024  0.25
39 H -1.9281 4.1972 0.1697  0.26
40 H 1.8485 3.4963 0.5263  0.23
41 H 2.0415 -1.3838 -0.1546  0.23
42 H 1.8769 -1.2116 2.7687  0.23
43 H -0.8349 1.0686 0.0896  0.21
44 H 3.6533 -2.3073 0.2284  0.28
45 H 3.8583 2.0212 1.6254  0.26
46 H 0.8657 -3.8479 2.5336  0.28
47 H 1.0037 0.9750 2.4898  0.23
48 H -0.6808 -1.7667 0.5517  0.20
49 H 0.0742 -1.3845 -4.7678  0.56
50 H 1.9066 3.5771 2.4199  0.28
51 H 3.3636 0.7463 2.9392  0.25
52 H -0.7234 2.5638 2.3335  0.21
53 H -0.3138 3.6642 -0.7209  0.23
54 H 0.0189 1.4234 -4.8267  0.55

Atoms 1-2, force components in eV/Å:
0.2 1.5 1.3
0.0 -0.2 -0.8